(1)
ORCA calculation (the ωB97M-V functional and the def2-TZVPD basis) on the ion C2H4BrClN3 with charge +1.

Each line ends with the natural charge from an NBO analysis.
Geometry (Å):
Cl (-1.541, -2.125, -0.096)  0.03
N (-0.811, -0.241, 0.452)  -0.14
C (-0.648, 0.775, -0.728)  -0.08
N (0.781, 0.747, -0.989)  -0.36
C (1.345, 0.089, -0.073)  0.25
Br (3.136, -0.112, 0.143)  0.27
N (0.424, -0.317, 0.910)  -0.39
H (-1.565, 0.078, 1.041)  0.46
H (-0.947, 1.727, -0.576)  0.25
H (-1.014, 0.419, -1.585)  0.25
H (0.840, -1.039, 1.500)  0.46

Summary:
Charge: +1
Relative energy (zero: lowest compared OMol25 entry of this formula, charge and spin), eV: 1.473
E_LUMO, eV: -7.25
Orbital gap, eV: 7.7
SMILES: Cl[N@@H+]1CN=C(Br)N1



(2)
ORCA calculation (the ωB97M-V functional and the def2-TZVPD basis) on a cluster of 2 separate species, C2H4BrClO2 in total.

Each line ends with the natural charge from an NBO analysis.
Geometry (Å):
C (-0.808, -0.080, 0.420)  0.55
C (1.158, 0.647, -0.647)  -0.51
O (-0.767, -1.423, 0.366)  -0.73
O (-1.809, 0.615, -0.097)  -0.66
Cl (1.698, 2.158, 0.089)  -0.02
Br (2.165, -0.834, 0.032)  -0.03
H (-0.305, 0.196, 1.416)  0.16
H (0.983, 0.508, -1.672)  0.20
H (0.057, -1.915, 0.765)  0.53
H (-2.373, 0.129, -0.672)  0.50

Summary:
Relative energy (zero: lowest compared OMol25 entry of this formula, charge and spin), eV: 2.771
E_LUMO, eV: 0.46
Orbital gap, eV: 8.2



Copy entry 2 word for word.
ORCA calculation (the ωB97M-V functional and the def2-TZVPD basis) on a cluster of 2 separate species, C2H4BrClO2 in total.

Each line ends with the natural charge from an NBO analysis.
Geometry (Å):
C (-0.808, -0.080, 0.420)  0.55
C (1.158, 0.647, -0.647)  -0.51
O (-0.767, -1.423, 0.366)  -0.73
O (-1.809, 0.615, -0.097)  -0.66
Cl (1.698, 2.158, 0.089)  -0.02
Br (2.165, -0.834, 0.032)  -0.03
H (-0.305, 0.196, 1.416)  0.16
H (0.983, 0.508, -1.672)  0.20
H (0.057, -1.915, 0.765)  0.53
H (-2.373, 0.129, -0.672)  0.50

Summary:
Relative energy (zero: lowest compared OMol25 entry of this formula, charge and spin), eV: 2.771
E_LUMO, eV: 0.46
Orbital gap, eV: 8.2



Question: Which value of orbital gap does entry 1 give?
Answer: 7.7 eV